{
  "formula": "C11H18",
  "method": "wB97M-V/def2-TZVPD",
  "elements": ["C", "C", "C", "C", "C", "C", "C", "C", "C", "C", "C", "H", "H", "H", "H", "H", "H", "H", "H", "H", "H", "H", "H", "H", "H", "H", "H", "H", "H"],
  "positions_angstrom": [[-1.1270, -2.8507, -0.8989], [1.8813, 2.1293, 1.8226], [2.2377, 0.3707, 0.1792], [1.1347, 1.1053, 0.8972], [-2.8511, -1.3285, -0.9736], [0.3623, 2.1406, 0.0675], [0.1614, 0.1687, 1.5803], [-0.9176, -0.9111, -2.2482], [-2.1316, -0.5947, -1.7566], [-2.4467, -2.5796, -0.6059], [-0.2395, -1.9804, -1.7175], [-4.0188, -1.3870, -0.6819], [-0.3993, 2.2414, 1.1262], [-3.1500, -3.3291, -0.0059], [0.8693, -2.2226, -2.1431], [3.2726, 1.0702, 0.0717], [1.1697, 3.0019, -0.2213], [2.4257, 3.0645, 1.0824], [2.5311, -0.5621, 0.8091], [1.2411, 2.8640, 2.4141], [0.7170, -0.4521, 2.3596], [-2.7379, 0.2621, -2.1904], [-0.6060, 0.5120, 2.1903], [-0.3895, 2.0174, -0.8788], [-0.2680, -0.1561, -2.7326], [-0.4613, -0.6692, 1.0974], [-0.6730, -3.7818, -0.4248], [2.4711, 1.7739, 2.6228], [1.9421, 0.0829, -0.8408]],
  "atomic_forces_ev_per_a": [[3.4146, -1.7645, 0.0431], [-0.6558, 4.0481, -0.8271], [3.2074, -0.3487, 0.0272], [0.5849, 1.3611, -0.8212], [-6.9049, -4.1904, 3.2115], [-2.4481, 1.7069, 0.4802], [1.0272, -4.0415, 1.3377], [3.8513, 1.0172, 0.2964], [-2.2119, 5.3726, -3.4637], [1.0260, -2.1005, 1.6209], [-0.4908, -2.5266, -0.0305], [2.5031, 2.0086, -1.0659], [1.4951, 1.6503, -3.7878], [1.8864, 1.7515, -1.3831], [-2.9174, 0.3079, 1.6862], [-2.9051, -1.9096, 0.2532], [-2.6913, -1.6610, 0.7597], [-0.8916, -3.3700, 2.3359], [-0.2872, 1.4775, -1.3075], [-0.1184, -1.1613, -0.8602], [-0.1866, 0.6023, -0.9122], [1.3692, -0.5423, 0.4965], [-1.2645, 2.0231, 1.0243], [2.0773, -0.6065, 2.3018], [-0.9608, -0.4625, -0.4096], [1.4799, 1.3343, -0.7332], [-0.5293, 1.1488, -0.9625], [1.4040, -0.9314, 0.2866], [0.1374, -0.1932, 0.4031]],
  "mulliken_charge": [-0.48, -1.52, -1.29, 1.82, -0.32, -0.93, -1.57, -0.34, -0.10, -0.16, -0.05, 0.18, 0.25, 0.24, 0.27, 0.28, 0.22, 0.26, 0.32, 0.36, 0.36, 0.23, 0.51, 0.18, 0.29, 0.07, 0.24, 0.42, 0.25],
  "e_tot_ev": -11693.12868,
  "fmax_ev_per_a": 8.69,
  "homo_energy_ev": -9.414,
  "e_lumo_ev": 0.81,
  "relative_energy_kcal_mol": 141.9,
  "total_charge": 0,
  "spin_multiplicity": 1,
  "smiles": "CC(C)(C)C.c1ccccc1"
}

***

{
  "formula": "C11H18",
  "method": "wB97M-V/def2-TZVPD",
  "elements": ["C", "C", "C", "C", "C", "C", "C", "C", "C", "C", "C", "H", "H", "H", "H", "H", "H", "H", "H", "H", "H", "H", "H", "H", "H", "H", "H", "H", "H"],
  "positions_angstrom": [[-1.6841, 2.4378, 0.9596], [-0.3118, 2.5788, 0.7177], [-0.5967, 2.2085, -1.6378], [0.7290, -2.1594, 0.4000], [-0.8015, -2.0015, 0.6168], [0.2282, 2.4052, -0.5414], [0.9122, -2.9472, -0.8529], [-1.9940, 2.1794, -1.3942], [1.6913, 2.4330, -0.7929], [-2.5293, 2.1614, -0.1212], [1.2578, -2.7917, 1.7066], [-2.1127, 2.8011, 1.8755], [0.8122, -3.6959, 2.0960], [-1.2514, -2.9805, 0.7477], [-1.2168, -1.6038, -0.3454], [-0.2699, 1.9238, -2.6204], [-2.6189, 1.8619, -2.2360], [2.3539, -2.7521, 1.7647], [-1.0265, -1.2146, 1.3460], [2.0791, 2.9478, -1.7086], [1.9719, -3.2257, -1.0465], [0.4712, -3.9388, -0.8245], [1.0812, -2.1026, 2.5502], [-3.5691, 2.0156, 0.1492], [2.0624, 1.4232, -0.9142], [2.2044, 2.9435, 0.0384], [0.3654, 2.8752, 1.5024], [1.3125, -1.2349, 0.3465], [0.4500, -2.5475, -1.7812]],
  "atomic_forces_ev_per_a": [[0.7843, 0.8113, -1.1231], [-0.6417, 0.1603, 0.4250], [-2.3232, -0.1935, 1.3740], [-1.0439, -0.5101, 1.5977], [0.5920, 1.7929, -1.9359], [0.2535, 0.1553, -1.5244], [1.1494, -1.4535, -1.3991], [0.3398, -1.8448, -1.0755], [1.4899, 0.7979, 0.0128], [0.4479, 0.7210, 0.9990], [0.9550, 1.4050, 0.7465], [-0.0068, -0.5760, 0.5725], [0.0806, -0.6708, -0.6181], [-0.1051, 0.0420, 0.5526], [0.0723, -0.2817, 0.6650], [0.4382, 0.3976, -0.2509], [0.0107, 0.4831, 0.2319], [-0.0365, -0.9236, -0.4284], [-0.1602, -0.6668, 0.2796], [-0.9675, -0.1703, 0.5443], [-0.3916, 0.6440, -0.0661], [-0.4638, -0.2778, 0.5735], [-0.5164, 0.2292, -0.3831], [-0.1129, 0.0798, -0.6766], [0.2528, -0.3535, 0.3379], [0.0212, -0.4826, -0.1568], [0.0216, -0.0509, 0.3217], [-0.6433, 0.3197, -0.2808], [0.5040, 0.4169, 0.6847]],
  "mulliken_charge": [-0.54, -0.45, -0.37, 1.18, -1.31, 0.97, -1.52, -0.42, -1.39, -0.53, -1.44, 0.40, 0.34, 0.40, 0.29, 0.37, 0.29, 0.39, 0.34, 0.35, 0.36, 0.35, 0.37, 0.39, 0.25, 0.36, 0.32, -0.10, 0.35],
  "e_tot_ev": -11698.18050,
  "fmax_ev_per_a": 2.71,
  "homo_energy_ev": -9.061,
  "e_lumo_ev": 0.92,
  "relative_energy_kcal_mol": 25.4,
  "total_charge": 0,
  "spin_multiplicity": 1,
  "smiles": "Cc1ccccc1.CC(C)C"
}

***

{
  "formula": "C11H18",
  "method": "wB97M-V/def2-TZVPD",
  "elements": ["C", "C", "C", "C", "C", "C", "C", "C", "C", "C", "C", "H", "H", "H", "H", "H", "H", "H", "H", "H", "H", "H", "H", "H", "H", "H", "H", "H", "H"],
  "positions_angstrom": [[1.2071, 2.0366, -0.7010], [2.9011, -1.0225, -0.8438], [-0.8036, 2.2654, -2.1938], [-1.8410, -0.8090, 2.4671], [0.9695, 0.6402, -0.8022], [0.2129, 2.7839, -1.3496], [-2.5494, -1.0629, 1.1006], [-0.4357, -1.3138, 2.4925], [-0.6858, 0.9546, -2.5926], [0.1956, 0.1424, -1.9205], [1.6447, -0.3630, 0.0869], [-1.3747, 0.4019, -3.2381], [2.8153, -0.5907, -1.9016], [-3.4786, -0.4421, 0.9125], [0.2750, -1.1334, 3.4172], [-1.9488, 0.3680, 2.6762], [-2.8436, -2.1517, 0.8741], [2.0255, 2.4807, -0.2301], [0.1093, -0.7737, 1.7261], [-2.4040, -1.1116, 3.4159], [3.8981, -0.9427, -0.3294], [0.4603, -0.9036, -2.3481], [-1.5105, 3.0342, -2.6282], [2.4272, -1.9911, -0.8396], [2.0204, 0.0303, 0.8723], [0.1087, 3.8642, -1.2164], [-1.9630, -0.9726, 0.1630], [-0.3655, -2.3817, 2.5135], [0.9333, -1.0363, 0.4168]],
  "atomic_forces_ev_per_a": [[-3.4090, -1.8522, -1.6793], [-2.3201, 1.0377, 0.8160], [0.6544, 1.9508, 0.0883], [-2.0020, 2.7658, 1.5108], [0.5616, 0.0582, -1.1932], [-0.8428, 0.9308, -0.5731], [-1.2735, -1.5194, -0.9960], [2.2218, 1.2021, 2.1348], [-0.9173, -1.1691, 0.0757], [1.8295, -0.9939, 1.0379], [1.1003, -0.6775, -7.6455], [0.2256, 0.7854, -0.3723], [0.5901, -0.5335, 1.7451], [1.0560, -0.6770, 0.5593], [-1.9407, 0.3743, -1.0971], [0.8797, -2.2431, -0.7887], [0.0418, 1.2059, 1.1578], [0.8736, 0.4797, 1.2436], [-0.1644, -0.7742, 0.0005], [0.2893, -0.4074, -1.6447], [-1.1317, -0.2168, -0.7775], [-0.9860, 1.5975, 1.2887], [0.6972, -1.3550, 0.5236], [1.1530, -0.9781, -0.5232], [2.6707, 3.0616, 5.3451], [0.5813, -0.2186, 0.1222], [0.4952, 0.8746, 0.8766], [-0.1162, -0.7826, -1.0437], [-0.8173, -1.9259, -0.1916]],
  "mulliken_charge": [-0.69, -1.02, -0.47, -0.22, 0.93, -0.26, -0.87, -0.51, -0.48, -0.17, -1.42, 0.33, 0.27, 0.31, 0.32, 0.21, 0.29, 0.49, -0.37, 0.30, 0.31, 0.24, 0.31, 0.32, 0.80, 0.30, 0.12, 0.36, 0.27],
  "e_tot_ev": -11695.63278,
  "fmax_ev_per_a": 7.75,
  "homo_energy_ev": -8.457,
  "e_lumo_ev": 0.95,
  "relative_energy_kcal_mol": 84.1,
  "total_charge": 0,
  "spin_multiplicity": 1,
  "smiles": "CCc1ccccc1.CCC"
}

***

Copy entry 2 word for word.
{
  "formula": "C11H18",
  "method": "wB97M-V/def2-TZVPD",
  "elements": ["C", "C", "C", "C", "C", "C", "C", "C", "C", "C", "C", "H", "H", "H", "H", "H", "H", "H", "H", "H", "H", "H", "H", "H", "H", "H", "H", "H", "H"],
  "positions_angstrom": [[-1.6841, 2.4378, 0.9596], [-0.3118, 2.5788, 0.7177], [-0.5967, 2.2085, -1.6378], [0.7290, -2.1594, 0.4000], [-0.8015, -2.0015, 0.6168], [0.2282, 2.4052, -0.5414], [0.9122, -2.9472, -0.8529], [-1.9940, 2.1794, -1.3942], [1.6913, 2.4330, -0.7929], [-2.5293, 2.1614, -0.1212], [1.2578, -2.7917, 1.7066], [-2.1127, 2.8011, 1.8755], [0.8122, -3.6959, 2.0960], [-1.2514, -2.9805, 0.7477], [-1.2168, -1.6038, -0.3454], [-0.2699, 1.9238, -2.6204], [-2.6189, 1.8619, -2.2360], [2.3539, -2.7521, 1.7647], [-1.0265, -1.2146, 1.3460], [2.0791, 2.9478, -1.7086], [1.9719, -3.2257, -1.0465], [0.4712, -3.9388, -0.8245], [1.0812, -2.1026, 2.5502], [-3.5691, 2.0156, 0.1492], [2.0624, 1.4232, -0.9142], [2.2044, 2.9435, 0.0384], [0.3654, 2.8752, 1.5024], [1.3125, -1.2349, 0.3465], [0.4500, -2.5475, -1.7812]],
  "atomic_forces_ev_per_a": [[0.7843, 0.8113, -1.1231], [-0.6417, 0.1603, 0.4250], [-2.3232, -0.1935, 1.3740], [-1.0439, -0.5101, 1.5977], [0.5920, 1.7929, -1.9359], [0.2535, 0.1553, -1.5244], [1.1494, -1.4535, -1.3991], [0.3398, -1.8448, -1.0755], [1.4899, 0.7979, 0.0128], [0.4479, 0.7210, 0.9990], [0.9550, 1.4050, 0.7465], [-0.0068, -0.5760, 0.5725], [0.0806, -0.6708, -0.6181], [-0.1051, 0.0420, 0.5526], [0.0723, -0.2817, 0.6650], [0.4382, 0.3976, -0.2509], [0.0107, 0.4831, 0.2319], [-0.0365, -0.9236, -0.4284], [-0.1602, -0.6668, 0.2796], [-0.9675, -0.1703, 0.5443], [-0.3916, 0.6440, -0.0661], [-0.4638, -0.2778, 0.5735], [-0.5164, 0.2292, -0.3831], [-0.1129, 0.0798, -0.6766], [0.2528, -0.3535, 0.3379], [0.0212, -0.4826, -0.1568], [0.0216, -0.0509, 0.3217], [-0.6433, 0.3197, -0.2808], [0.5040, 0.4169, 0.6847]],
  "mulliken_charge": [-0.54, -0.45, -0.37, 1.18, -1.31, 0.97, -1.52, -0.42, -1.39, -0.53, -1.44, 0.40, 0.34, 0.40, 0.29, 0.37, 0.29, 0.39, 0.34, 0.35, 0.36, 0.35, 0.37, 0.39, 0.25, 0.36, 0.32, -0.10, 0.35],
  "e_tot_ev": -11698.18050,
  "fmax_ev_per_a": 2.71,
  "homo_energy_ev": -9.061,
  "e_lumo_ev": 0.92,
  "relative_energy_kcal_mol": 25.4,
  "total_charge": 0,
  "spin_multiplicity": 1,
  "smiles": "Cc1ccccc1.CC(C)C"
}